{
  "formula": "C4H8O2S",
  "method": "ωB97M-V/def2-TZVPD",
  "elements": ["C", "C", "C", "C", "O", "O", "S", "H", "H", "H", "H", "H", "H", "H", "H"],
  "positions_angstrom": [[3.038, 0.658, 0.829], [3.008, -0.114, -0.162], [-0.092, 0.784, -0.725], [-1.766, -0.352, 1.096], [3.943, 0.940, -0.391], [0.711, -1.454, 0.368], [-0.551, -0.977, -0.193], [3.134, 1.096, 1.806], [2.595, -0.949, -0.784], [0.284, 1.006, 0.222], [0.728, 0.611, -1.407], [-0.995, 1.122, -1.180], [-2.219, -1.160, 1.589], [-1.090, 0.331, 1.775], [-2.335, 0.224, 0.473]],
  "gap_ev": 8.608
}


{
  "formula": "C3S5",
  "method": "ωB97M-V/def2-TZVPD",
  "elements": ["C", "C", "C", "S", "S", "S", "S", "S"],
  "positions_angstrom": [[1.210, -0.595, -0.236], [-2.569, 0.158, 0.139], [2.022, 0.417, -0.070], [1.998, -2.072, 0.307], [-3.459, -1.232, 0.302], [-0.402, -0.290, -0.839], [-2.749, 1.754, 0.122], [2.938, 1.700, 0.212]],
  "charge": -2,
  "gap_ev": 4.649
}


{
  "formula": "C2H10N2O3",
  "method": "ωB97M-V/def2-TZVPD",
  "elements": ["C", "N", "C", "N", "O", "H", "H", "H", "H", "H", "H", "H", "H", "O", "H", "H", "O"],
  "positions_angstrom": [[0.844, 1.485, -1.032], [0.874, 0.058, -0.752], [1.085, -0.312, 0.560], [1.076, -1.650, 0.802], [1.163, 0.556, 1.481], [0.064, 1.954, -0.486], [0.739, 1.647, -2.123], [1.830, 1.867, -0.667], [0.249, -0.534, -1.276], [1.317, -2.317, 0.080], [1.431, -1.914, 1.695], [-0.573, 0.318, 1.496], [-1.969, 1.001, 1.763], [-1.613, 0.210, 1.330], [-1.869, -0.546, -0.265], [-2.795, -0.914, -1.400], [-1.854, -0.908, -1.205]],
  "smiles": "CNC(N)=O.O.O",
  "gap_ev": 10.510
}


{
  "formula": "C4H9NO2S",
  "method": "ωB97M-V/def2-TZVPD",
  "elements": ["C", "C", "C", "C", "N", "O", "O", "S", "H", "H", "H", "H", "H", "H", "H", "H", "H"],
  "positions_angstrom": [[2.092, -1.016, -0.490], [1.211, -0.147, 1.616], [-1.907, -0.619, -0.743], [1.605, 0.111, 0.396], [1.674, 1.346, -0.217], [2.470, -2.043, 0.261], [2.116, -1.093, -1.701], [-2.151, 0.115, 0.928], [0.585, 0.592, 2.071], [1.608, -0.988, 2.092], [-1.986, -0.948, 1.644], [-0.855, -0.759, -0.779], [-2.409, 0.009, -1.510], [-2.498, -1.589, -0.859], [2.183, 1.397, -1.073], [1.585, 2.244, 0.257], [2.983, -2.677, -0.293]],
  "smiles": "C=C(N)C(=O)O.CS",
  "gap_ev": 9.036
}


{
  "formula": "C6H15N",
  "method": "ωB97M-V/def2-TZVPD",
  "elements": ["C", "C", "C", "C", "C", "N", "C", "H", "H", "H", "H", "H", "H", "H", "H", "H", "H", "H", "H", "H", "H", "H"],
  "positions_angstrom": [[-1.188, -1.293, -2.405], [-0.340, -0.032, -2.328], [0.060, 0.492, -0.942], [-0.231, -0.448, 0.257], [0.962, -0.538, 1.257], [1.263, 0.777, 1.738], [0.506, 1.273, 2.849], [-2.019, -1.259, -1.693], [-0.602, -2.126, -2.000], [-1.601, -1.551, -3.369], [0.502, -0.081, -3.012], [-0.947, 0.759, -2.767], [1.113, 0.790, -0.909], [-0.496, 1.411, -0.725], [-0.431, -1.470, -0.040], [-1.077, -0.055, 0.800], [1.832, -0.891, 0.695], [0.757, -1.222, 2.077], [1.209, 1.490, 1.003], [-0.572, 1.236, 2.629], [0.486, 0.509, 3.643], [0.815, 2.230, 3.239]],
  "charge": 1,
  "spin_multiplicity": 2,
  "gap_ev": [11.637, 6.634]
}


{
  "formula": "I3N",
  "method": "ωB97M-V/def2-TZVPD",
  "elements": ["N", "I", "I", "I"],
  "positions_angstrom": [[-0.767, -0.115, -0.595], [-1.236, -1.726, 0.376], [-0.728, 1.625, 0.198], [2.730, 0.216, 0.021]],
  "gap_ev": [4.500, 4.234]
}


{
  "formula": "C4H8O3",
  "method": "ωB97M-V/def2-TZVPD",
  "elements": ["C", "C", "O", "C", "O", "C", "O", "H", "H", "H", "H", "H", "H", "H", "H"],
  "positions_angstrom": [[0.502, -1.509, -0.686], [0.420, 0.004, -0.849], [-0.543, 0.234, -1.843], [0.092, 0.834, 0.451], [-0.870, 1.814, 0.171], [-0.313, 0.062, 1.689], [-1.301, 0.359, 2.321], [0.835, -1.932, -1.638], [1.208, -1.826, 0.088], [-0.489, -1.924, -0.469], [1.405, 0.361, -1.187], [-0.841, 1.149, -1.741], [1.033, 1.326, 0.755], [-1.518, 1.773, 0.897], [0.380, -0.725, 2.040]],
  "smiles": "C[C@@H](O)[C@@H](O)C=O",
  "gap_ev": 10.909
}


{
  "formula": "C50H55N6O8",
  "method": "ωB97M-V/def2-TZVPD",
  "elements": ["C", "C", "N", "C", "C", "N", "C", "C", "H", "H", "H", "H", "H", "H", "H", "H", "H", "H", "H", "N", "C", "C", "C", "C", "C", "H", "H", "H", "H", "H", "N", "C", "C", "C", "C", "C", "H", "H", "H", "H", "H", "N", "C", "C", "C", "C", "C", "H", "H", "H", "H", "H", "N", "C", "C", "C", "C", "C", "H", "H", "H", "H", "H", "C", "C", "C", "C", "C", "C", "O", "O", "H", "H", "H", "H", "H", "H", "C", "C", "C", "C", "C", "C", "O", "O", "H", "H", "H", "H", "H", "H", "C", "C", "C", "C", "C", "C", "O", "O", "H", "H", "H", "H", "H", "H", "C", "C", "C", "C", "C", "C", "O", "O", "H", "H", "H", "H", "H", "H"],
  "positions_angstrom": [[1.065, 0.316, 2.651], [1.378, -0.821, 1.752], [0.423, -0.853, 0.751], [-0.968, -1.009, 0.740], [-1.465, -0.722, -0.563], [-0.408, -0.412, -1.364], [0.768, -0.521, -0.520], [-0.361, 0.288, -2.591], [0.031, 0.277, 2.829], [1.264, 1.310, 2.386], [1.341, 0.451, 3.681], [1.465, -1.780, 2.438], [2.358, -0.672, 1.502], [-1.435, -1.273, 1.607], [-2.259, -0.702, -1.005], [1.748, -0.295, -0.900], [0.587, 0.403, -2.851], [-0.605, 1.460, -2.571], [-1.166, -0.053, -3.315], [-3.720, 0.489, 1.436], [-3.820, 0.356, 2.790], [-3.280, 1.136, 3.783], [-2.500, 2.250, 3.304], [-2.450, 2.577, 1.914], [-3.104, 1.684, 1.039], [-4.176, -0.626, 3.234], [-3.452, 0.985, 4.814], [-2.238, 2.851, 4.187], [-1.921, 3.526, 1.485], [-3.193, 1.839, 0.011], [-3.562, -3.974, -1.302], [-3.691, -3.715, -0.077], [-4.417, -2.642, 0.421], [-4.839, -1.676, -0.439], [-4.625, -1.894, -1.868], [-4.029, -3.005, -2.282], [-3.333, -4.549, 0.605], [-4.452, -2.521, 1.421], [-5.244, -0.649, -0.182], [-5.102, -1.116, -2.634], [-3.893, -3.186, -3.300], [-2.528, -2.324, -5.262], [-1.640, -3.370, -5.125], [-0.341, -3.445, -5.585], [0.152, -2.205, -6.040], [-0.680, -1.051, -6.134], [-2.023, -1.195, -5.789], [-2.102, -4.232, -5.020], [0.372, -4.280, -5.562], [1.193, -2.032, -6.458], [-0.355, -0.133, -6.541], [-2.807, -0.306, -5.801], [-1.336, -2.852, 3.736], [-0.635, -3.924, 3.373], [0.580, -4.375, 4.126], [0.882, -3.663, 5.354], [0.112, -2.585, 5.720], [-0.937, -2.156, 4.838], [-0.928, -4.553, 2.643], [1.173, -5.162, 3.823], [1.585, -4.302, 5.925], [0.129, -2.024, 6.598], [-1.527, -1.295, 5.272], [-5.779, 2.469, -2.844], [-4.592, 2.305, -3.858], [-3.343, 2.762, -3.628], [-3.114, 3.439, -2.413], [-4.167, 3.691, -1.528], [-5.493, 3.297, -1.685], [-6.552, 3.370, -0.790], [-2.415, 2.582, -4.605], [-6.783, 2.041, -3.333], [-4.835, 1.745, -4.745], [-2.162, 3.941, -2.128], [-4.042, 4.089, -0.591], [-6.490, 3.675, 0.052], [-1.773, 3.208, -4.440], [5.527, -2.378, 1.981], [5.782, -3.819, 1.656], [5.197, -4.775, 2.432], [4.232, -4.435, 3.532], [4.136, -3.104, 3.941], [4.910, -2.105, 3.146], [4.652, -0.766, 3.267], [5.277, -6.090, 2.146], [5.842, -1.767, 1.334], [6.327, -4.098, 0.726], [3.511, -5.271, 3.976], [3.325, -2.856, 4.672], [5.102, -0.119, 2.630], [4.931, -6.740, 2.728], [2.713, 6.350, 0.388], [2.060, 5.315, -0.514], [1.209, 4.312, -0.061], [1.049, 4.264, 1.410], [1.749, 5.125, 2.242], [2.516, 6.147, 1.722], [3.180, 6.986, 2.686], [0.656, 3.346, -0.852], [3.207, 7.213, -0.034], [2.080, 5.326, -1.466], [0.632, 3.377, 1.559], [1.597, 5.166, 3.360], [3.612, 7.654, 2.323], [0.943, 3.569, -1.663], [3.660, 1.785, -1.050], [3.134, 1.505, -2.429], [3.411, 0.251, -3.075], [3.988, -0.811, -2.201], [4.531, -0.400, -0.988], [4.437, 0.867, -0.352], [4.933, 1.199, 0.884], [2.994, 0.029, -4.313], [3.560, 2.752, -0.496], [2.784, 2.340, -2.957], [4.231, -1.730, -2.537], [4.973, -1.209, -0.700], [5.307, 2.060, 1.086], [2.593, 0.801, -4.760]],
  "charge": 1,
  "gap_ev": 7.480
}


Energy above the lowest of the compared OMol25 structures with the same formula, charge and spin across the listed records, respectively: 657.3; 94.8; 20.0; 166.6; 101.1; 227.7; 152.7; 60.7 kJ/mol.
Total energy across the listed records, respectively: -705.645271; -2105.187069; -417.465915; -761.199977; -292.023651; -947.668256; -382.906671; -2867.994397 Eh.